Version A
DFT (the ωB97M-V functional and the def2-TZVPD basis) results for a molecular structure, C17H24N4O3.

```
! wB97M-V def2-TZVPD RIJCOSX def2/J DEFGRID3
* xyz 0 1
C 4.06 -1.06 5.06
H 4.79 -0.78 4.13
O 2.87 -0.49 4.68
C 2.18 -0.79 3.73
C 2.73 -1.55 2.85
C 1.83 -2.08 1.83
N 2.23 -3.00 1.05
C 1.73 -3.34 -0.18
N 0.52 -2.86 -0.46
C -0.12 -1.89 0.34
N -1.31 -1.68 0.06
H -1.52 -0.77 0.61
C -1.94 -1.59 -1.14
H -1.81 -2.91 -1.43
C -1.45 -0.86 -2.35
H -0.59 -1.07 -2.35
C -1.97 0.72 -2.03
N -1.92 1.35 -3.24
C -2.45 2.59 -3.32
C -2.60 3.25 -4.49
O -1.12 3.50 -5.05
C -0.67 2.07 -5.07
C -0.55 1.39 -3.86
H -0.18 0.42 -3.90
H 0.35 2.00 -3.29
H 0.39 2.44 -5.66
H -1.17 1.78 -5.83
H -2.90 4.21 -4.55
H -3.20 2.72 -5.10
H -3.59 2.54 -2.80
H -1.88 3.19 -2.52
H -1.07 1.04 -1.33
H -2.93 0.62 -1.72
H -2.08 -1.11 -3.17
H -3.09 -1.64 -0.93
C 0.57 -1.70 1.43
C 0.30 -0.54 2.39
C 0.66 -0.32 3.66
O 0.31 0.65 4.38
C 0.82 0.88 5.71
H 1.61 1.62 5.56
H 0.80 0.01 6.45
H 0.11 1.73 6.18
H -0.83 0.01 2.48
H 2.11 -4.15 -0.80
H 3.52 -2.14 2.85
H 4.46 -0.49 5.98
H 3.97 -1.97 5.16
*
```

Results
Orbital gap: 0.301 Ha
LUMO energy: 0.5 eV
HOMO energy: -7.7 eV

Version B
DFT (the ωB97M-V functional and the def2-TZVPD basis) results for C17H24N4O3 in the gas phase.

```
! wB97M-V def2-TZVPD RIJCOSX def2/J DEFGRID3
* xyz 0 1
N 5.57 -2.50 2.21
C 5.60 -1.91 0.88
C 5.14 -0.47 1.04
C 3.90 0.07 0.32
C 2.57 -0.79 0.49
C 1.50 -0.27 -0.41
N 0.86 0.96 0.02
C 0.39 -1.32 -0.64
O 0.71 -2.54 -0.63
N -0.85 -0.82 -0.84
C -1.91 -1.70 -1.18
C -3.26 -1.41 -0.41
C -3.64 0.03 -0.20
C -4.87 0.43 -0.76
N -4.99 1.77 -0.64
C -3.99 2.35 0.07
C -3.91 3.72 0.40
C -2.80 3.99 1.17
C -1.85 2.97 1.59
C -1.77 1.71 0.99
C -3.04 1.30 0.27
C -2.11 -1.84 -2.72
O -1.23 -2.37 -3.34
O -2.98 -1.02 -3.23
H 4.71 -2.58 2.77
H 6.23 -3.25 2.24
H 6.59 -1.93 0.42
H 4.78 -2.56 0.22
H 5.01 -0.16 2.15
H 6.10 0.29 0.71
H 3.72 1.17 0.59
H 4.27 0.26 -0.70
H 2.84 -1.86 0.26
H 2.18 -0.87 1.45
H 1.89 -0.14 -1.49
H 1.49 1.40 0.69
H 0.76 1.69 -0.72
H -1.13 0.18 -0.65
H -1.57 -2.74 -0.85
H -2.98 -1.87 0.60
H -4.15 -2.02 -0.73
H -5.44 -0.17 -1.39
H -5.84 2.28 -0.97
H -4.82 4.23 0.06
H -2.75 4.93 1.66
H -1.14 3.24 2.30
H -0.92 1.10 1.11
H -2.85 -0.96 -4.16
*
```

Results
Orbital gap: 0.309 Ha
SMILES string: NCCCC[C@H](N)C(=O)N[C@@H](Cc1c[nH]c2ccccc12)C(=O)O
LUMO energy: 0.5 eV
HOMO energy: -7.8 eV

In order of decreasing stability: version B, version A.

Version A
DFT (the ωB97M-V functional and the def2-TZVPD basis) results for CH2N2P2 in the gas phase.

```
! wB97M-V def2-TZVPD RIJCOSX def2/J DEFGRID3
* xyz 0 1
N 4.69 -1.07 0.15
C 3.95 -0.25 -0.09
P 2.80 1.10 -0.12
N 1.69 0.11 0.35
P 0.09 0.34 0.70
H -0.44 0.39 -0.53
H -0.23 -0.97 0.88
*
```

Results
Orbital gap (alpha / beta): 0.282 / 0.282 Ha
SMILES string: N#C/P=N/P
LUMO energy (alpha / beta): -1.5 / -1.5 eV
HOMO energy (alpha / beta): -9.2 / -9.2 eV

Version B
DFT (the ωB97M-V functional and the def2-TZVPD basis) results for CH2N2P2 in the gas phase.

```
! wB97M-V def2-TZVPD RIJCOSX def2/J DEFGRID3
* xyz 0 1
C 0.23 -0.77 0.44
P 0.30 -0.46 -1.38
P -1.12 1.23 -0.82
N -1.09 1.13 0.70
N -0.26 -0.02 1.30
H 0.80 -1.63 0.92
H 1.14 0.52 -1.17
*
```

Results
Orbital gap: 0.329 Ha
SMILES string: C1=[PH]=PN=N1
LUMO energy: -0.6 eV
HOMO energy: -9.5 eV

In order of decreasing stability: version A, version B.

Version A
DFT (the ωB97M-V functional and the def2-TZVPD basis) results for a molecular structure, C22H26BrN5OPd.

```
! wB97M-V def2-TZVPD RIJCOSX def2/J DEFGRID3
* xyz 0 1
Pd 0.88 -0.78 -0.19
Br -5.30 -1.96 3.99
C -3.93 -1.95 2.67
C -4.20 -2.41 1.38
C -3.22 -2.36 0.42
C -1.90 -1.88 0.68
O -1.08 -1.79 -0.31
C -1.63 -1.48 2.03
C -0.36 -0.99 2.53
N 0.80 -1.32 2.09
C 1.94 -0.77 2.67
C 2.11 -0.67 4.03
C 3.27 -0.12 4.59
C 4.28 0.35 3.79
C 4.16 0.24 2.38
C 5.18 0.71 1.51
C 5.03 0.55 0.16
C 3.87 -0.08 -0.32
N 2.89 -0.49 0.45
C 3.01 -0.34 1.81
C -2.67 -1.49 2.97
H -5.19 -2.79 1.14
H -3.42 -2.72 -0.58
H -0.44 -0.26 3.35
H 1.33 -1.05 4.69
H 3.36 -0.06 5.66
H 5.17 0.79 4.21
H 6.06 1.17 1.93
H 5.79 0.88 -0.53
H 3.76 -0.27 -1.38
H -2.47 -1.14 3.98
N -2.28 -0.32 -2.24
C -2.40 0.88 -3.15
C -1.27 0.88 -4.17
C 0.10 0.79 -3.47
N 0.30 -0.62 -3.10
C 0.22 1.80 -2.31
C -1.03 2.18 -1.48
N -1.28 1.30 -0.33
C -2.31 2.17 -2.32
H -1.41 -0.86 -2.50
H -3.09 -0.92 -2.23
H -2.06 0.01 -1.26
H -3.37 0.82 -3.65
H -1.34 1.81 -4.75
H -1.37 0.05 -4.87
H 0.87 1.08 -4.19
H 0.86 -0.78 -2.22
H 0.73 -1.13 -3.85
H 0.56 2.73 -2.76
H 1.01 1.47 -1.62
H -0.85 3.21 -1.14
H -1.75 1.80 0.42
H -0.44 0.84 0.07
H -2.33 3.01 -3.02
H -3.17 2.27 -1.66
*
```

Results
Orbital gap: 0.215 Ha
LUMO energy: 0.2 eV
HOMO energy: -5.7 eV

Version B
DFT (the ωB97M-V functional and the def2-TZVPD basis) results for a molecular structure, C22H26BrN5OPd.

```
! wB97M-V def2-TZVPD RIJCOSX def2/J DEFGRID3
* xyz 0 1
Pd -1.42 0.25 -0.06
Br -1.28 -5.50 4.84
C -1.29 -4.32 3.35
C -1.28 -4.83 2.06
C -1.31 -3.97 0.99
C -1.33 -2.55 1.12
O -1.41 -1.85 0.04
C -1.31 -2.06 2.47
C -1.37 -0.64 2.84
N -0.73 0.28 2.24
C -0.88 1.62 2.64
C -0.85 2.01 3.95
C -0.98 3.37 4.31
C -1.14 4.33 3.36
C -1.15 3.97 1.99
C -1.33 4.93 0.97
C -1.31 4.54 -0.33
C -1.10 3.19 -0.63
N -0.96 2.25 0.29
C -1.00 2.62 1.61
C -1.33 -2.96 3.54
H -1.26 -5.90 1.90
H -1.34 -4.36 -0.02
H -2.06 -0.39 3.66
H -0.72 1.26 4.72
H -0.96 3.63 5.36
H -1.26 5.37 3.63
H -1.46 5.97 1.25
H -1.43 5.25 -1.14
H -1.02 2.85 -1.66
H -1.37 -2.56 4.55
N 2.06 1.25 -3.04
C 2.59 -0.06 -3.48
C 1.55 -0.91 -4.21
C 0.43 -1.45 -3.32
N -0.50 -0.37 -2.97
C 0.98 -2.09 -2.05
C 2.04 -1.27 -1.32
N 1.47 -0.07 -0.63
C 3.15 -0.82 -2.28
H 1.18 1.46 -3.49
H 2.72 1.99 -3.23
H 1.54 0.74 -1.27
H 3.42 0.10 -4.19
H 2.08 -1.76 -4.65
H 1.13 -0.35 -5.05
H -0.08 -2.25 -3.88
H -1.18 -0.71 -2.30
H -1.01 -0.06 -3.79
H 1.48 -3.02 -2.33
H 0.17 -2.34 -1.37
H 2.47 -1.89 -0.53
H 1.97 0.13 0.24
H 0.41 -0.11 -0.34
H 3.68 -1.71 -2.62
H 3.88 -0.20 -1.75
*
```

Results
Orbital gap: 0.210 Ha
LUMO energy: 0.1 eV
HOMO energy: -5.6 eV

In order of decreasing stability: version B, version A.

Version A
DFT (the ωB97M-V functional and the def2-TZVPD basis) results for C3H5NS in the gas phase.

```
! wB97M-V def2-TZVPD RIJCOSX def2/J DEFGRID3
* xyz 0 1
S -1.77 -0.01 0.06
C -0.19 0.07 -0.13
C 0.95 1.06 -0.09
C 1.88 -0.16 0.21
N 0.71 -0.93 -0.12
H 0.87 1.92 0.53
H 1.18 1.36 -1.14
H 2.74 -0.36 -0.42
H 2.02 -0.22 1.28
H 0.77 -1.89 -0.38
*
```

Results
Orbital gap: 0.335 Ha
SMILES string: S=C1CCN1
LUMO energy: 0.8 eV
HOMO energy: -8.4 eV

Version B
DFT (the ωB97M-V functional and the def2-TZVPD basis) results for 2 unconnected molecules or ions with the total composition C3H5NS.

```
! wB97M-V def2-TZVPD RIJCOSX def2/J DEFGRID3
* xyz 0 1
C -0.22 0.54 -0.18
C 0.66 -0.69 -0.19
C 1.90 -0.30 0.02
H -3.64 0.42 1.31
H 0.34 1.35 -0.39
H 0.25 -1.62 -0.33
H 2.88 -0.83 0.08
H 1.79 0.94 0.12
N -1.46 0.70 -0.27
S -2.51 -0.51 -0.16
*
```

Results
Orbital gap: 0.269 Ha
LUMO energy: -1.2 eV
HOMO energy: -8.5 eV

In order of decreasing stability: version A, version B.

Version A
DFT (the ωB97M-V functional and the def2-TZVPD basis) results for 2 unconnected molecules or ions with the total composition C3H5NS.

```
! wB97M-V def2-TZVPD RIJCOSX def2/J DEFGRID3
* xyz 0 1
C 1.01 -0.96 0.61
C 0.50 -0.93 -0.45
C -0.25 -1.39 -1.56
H 1.42 -0.93 1.61
H -1.07 -2.00 -1.22
H 0.23 -2.00 -2.35
H -0.65 -0.47 -2.03
N -0.02 2.86 1.45
S -0.60 2.06 2.66
H -0.57 3.77 1.29
*
```

Results
Orbital gap (alpha / beta): 0.273 / 0.272 Ha
SMILES string: C#CC.N=S
LUMO energy (alpha / beta): -1.3 / -1.3 eV
HOMO energy (alpha / beta): -8.7 / -8.7 eV

Version B
DFT (the ωB97M-V functional and the def2-TZVPD basis) results for C3H5NS in the gas phase.

```
! wB97M-V def2-TZVPD RIJCOSX def2/J DEFGRID3
* xyz 0 1
S 0.10 -2.19 1.84
C -0.41 -0.86 1.15
C 0.26 -0.40 -0.15
C -0.27 0.62 -1.10
N 0.94 1.03 -0.29
H -1.04 -0.14 1.54
H 0.82 -1.13 -0.61
H -0.05 0.49 -2.12
H -1.18 1.22 -0.87
H 0.82 1.36 0.62
*
```

Results
Orbital gap: 0.313 Ha
SMILES string: S=C[C@H]1CN1
LUMO energy: -0.5 eV
HOMO energy: -9.0 eV

In order of decreasing stability: version B, version A.